No. 1
Entry from OMol25: a single C2H7N2O molecule in a non-equilibrium geometry (ωB97M-V with the def2-TZVPD basis set).

Geometry as XYZ:
```
12
Properties=species:S:1:pos:R:3:forces:R:3
N -1.55132 0.06990 -1.02048 0.43 0.17 -0.04
C -0.27036 -0.67681 -0.69342 -1.70 0.62 -0.42
C 0.43504 0.10777 0.36628 0.65 -0.45 0.32
N 1.50273 -0.53073 0.89016 0.10 -0.14 -0.05
O 0.08704 1.21507 0.71034 -0.10 0.40 -0.06
H -1.46329 1.06392 -0.73529 0.21 -0.26 -0.02
H -2.37077 -0.32038 -0.48923 -0.03 -0.16 -0.22
H -1.66304 0.04308 -2.07953 -0.41 -0.02 0.05
H -0.60164 -1.65108 -0.36374 0.27 -0.36 0.18
H 0.23345 -0.74896 -1.65862 0.48 0.02 0.10
H 1.76018 -1.46605 0.63412 -0.06 -0.01 -0.11
H 2.04975 -0.06267 1.58121 0.15 0.18 0.28
```
Forces are in eV/Å.

* HOMO-LUMO gap (alpha / beta): 4.40 / 11.58 eV
* charge: 0
* energy above the lowest of the compared OMol25 structures with the same formula, charge and spin: 29.9 kcal per mole
* ⟨S²⟩: 0.7507
* 2S+1: 2
* LUMO (alpha / beta): 0.714 / 0.579 eV
* HOMO energy (alpha / beta): -3.685 / -11.001 eV

natural (NBO) atomic charge list, values in e, 8 entries:
1 N -0.9981
2 C -0.4834
3 C 0.6456
4 N -0.8061
5 O -0.6090
6 H 0.4366
7 H 0.3149
8 H 0.2384

=====

No. 2
Entry from OMol25: a single C3H8N2OS molecule in a non-equilibrium geometry (ωB97M-V with the def2-TZVPD basis set).

Geometry as XYZ:
```
15
Properties=species:S:1:pos:R:3:forces:R:3
N 1.05863 1.37480 0.89752 0.21 0.43 2.24
C 0.70125 1.06029 -0.32669 0.68 -1.78 -1.06
O 1.19741 1.60358 -1.31972 -1.54 -0.44 0.87
C -0.07257 -0.30018 -0.42071 0.51 -0.78 -3.41
N 0.97588 -1.33273 -0.46243 0.26 -0.30 1.94
C -1.28109 -0.69265 0.33960 0.43 -0.96 4.13
S -2.43470 0.69806 0.65640 0.67 -0.12 -1.42
H 1.64252 2.18694 0.90906 0.48 0.15 0.61
H 1.02612 0.72494 1.70384 -0.17 0.91 -1.11
H -0.34347 -0.27025 -1.47132 -0.71 0.42 -0.36
H 0.92456 -2.28850 -0.08986 -0.74 1.03 -0.04
H 1.31506 -1.34704 -1.37440 0.92 -0.32 -1.49
H -0.83615 -1.00515 1.35787 -0.77 0.85 -0.71
H -1.77064 -1.68508 0.16281 0.32 1.15 -1.14
H -2.10281 1.27296 -0.56197 -0.55 -0.24 0.96
```
Forces are in eV/Å.

* HOMO-LUMO gap: 9.99 eV
* charge: 0
* energy above the lowest of the compared OMol25 structures with the same formula, charge and spin: 37.9 kcal per mole
* SMILES: NC(=O)[C@@H](N)CS
* LUMO: 0.751 eV
* HOMO energy: -9.242 eV

natural (NBO) atomic charge list, values in e, 8 entries:
1 N -0.8059
2 C 0.6768
3 O -0.6237
4 C -0.1707
5 N -0.8598
6 C -0.5300
7 S -0.0259
8 H 0.4021

=====

No. 3
Entry from OMol25: H3O5P2 as an isolated structure in a non-equilibrium geometry (ωB97M-V with the def2-TZVPD basis set).

Geometry as XYZ:
```
10
Properties=species:S:1:pos:R:3:forces:R:3
O 1.99881 -1.41864 -0.23517 0.57 -2.03 0.43
O 1.51975 1.03637 0.39650 0.06 1.19 0.95
O -1.13568 -0.85974 1.22785 1.39 -1.06 -0.23
O -1.10453 1.43353 0.19819 0.89 -0.98 -0.34
O -2.76065 -0.30203 -0.73714 3.41 -0.05 0.42
P -1.29254 -0.12634 -0.27174 -1.75 0.53 0.94
P 1.42569 -0.11873 -0.49727 -1.56 0.45 -2.17
H -0.23419 -1.29223 1.36957 -1.75 0.89 -0.53
H -0.11118 1.35592 0.39155 -1.01 1.22 0.17
H 1.69453 0.29189 -1.84235 -0.25 -0.17 0.36
```
Forces are in eV/Å.

* HOMO-LUMO gap: 8.59 eV
* charge: -1
* energy above the lowest of the compared OMol25 structures with the same formula, charge and spin: 26.6 kcal per mole
* LUMO: 3.835 eV
* HOMO energy: -4.757 eV

natural (NBO) atomic charge list, values in e, 8 entries:
1 O -1.1153
2 O -1.1335
3 O -1.0278
4 O -1.0296
5 O -1.1016
6 P 1.7127
7 P 1.8372
8 H 0.4966

=====

No. 4
Entry from OMol25: a 3-piece molecular cluster, C23H50N3O4 overall in a non-equilibrium geometry (ωB97M-V with the def2-TZVPD basis set).

Geometry as XYZ:
```
80
Properties=species:S:1:pos:R:3:forces:R:3
C 1.96489 -1.87438 1.77978 0.07 0.09 0.06
O 1.26265 -2.10050 0.56952 0.10 0.02 0.04
C -0.07650 -2.49718 0.69449 0.04 0.06 -0.28
C -0.98189 -1.48915 -0.03717 -0.03 -0.32 0.70
C -1.46478 -0.37366 0.88910 0.29 0.25 -0.27
C -2.57178 -0.74395 1.89085 0.16 0.56 0.05
N -2.98543 -2.19168 1.85815 -0.39 -0.22 0.29
O -4.34125 -2.30446 1.47941 0.28 0.39 -0.18
H 3.02724 -1.90434 1.54956 -0.02 0.00 -0.03
H 1.72814 -0.89011 2.19763 -0.06 -0.02 0.03
H 1.74890 -2.65058 2.51877 0.01 -0.03 0.01
H -0.33863 -2.57344 1.76185 -0.02 -0.06 0.03
H -0.18112 -3.49176 0.24349 -0.01 -0.03 0.06
H -0.36299 -1.06556 -0.82645 -0.25 -0.03 -0.14
H -1.82710 -2.02306 -0.49090 0.05 0.16 -0.34
H -0.60964 0.00993 1.44955 -0.07 0.02 0.02
H -1.82336 0.46648 0.29388 -0.05 -0.05 0.03
H -2.27051 -0.51966 2.91343 0.03 -0.18 -0.03
H -3.48471 -0.17916 1.71134 -0.05 -0.21 -0.11
H -2.43095 -2.73055 1.18676 0.06 0.12 -0.10
H -2.85631 -2.60605 2.78183 0.04 -0.01 0.03
H -4.72511 -3.03442 1.97690 -0.12 -0.34 0.13
C -1.10085 2.71308 6.14182 -0.09 0.09 -0.14
C -0.09140 2.12600 5.12795 -0.49 0.04 0.48
C 1.36533 2.30224 5.58328 0.26 0.07 -0.10
C 1.94186 3.70105 5.38220 -0.10 -0.01 -0.02
C 1.72841 4.16735 3.94456 0.21 -0.15 0.12
C 0.25924 4.12430 3.52706 -0.40 0.58 0.04
N -0.26679 2.73291 3.76678 1.01 -0.09 0.09
O 0.06902 1.93116 2.82586 -0.44 -0.32 -0.28
C -0.52625 5.20133 4.28778 -0.07 -0.10 0.06
C 0.11236 4.43746 2.04418 0.08 -0.10 -0.15
C -0.38216 0.63270 5.04293 0.09 -0.18 -0.10
H -1.51707 3.66476 5.83832 0.05 0.03 0.00
H -1.95198 2.04171 6.26016 0.03 -0.05 0.01
H -0.64351 2.84399 7.12218 0.03 -0.02 0.00
H 1.98644 1.59591 5.02320 -0.05 0.01 -0.07
H 1.42993 2.00893 6.63250 -0.01 -0.03 0.01
H 1.50513 4.40679 6.09281 -0.05 0.00 -0.02
H 3.01046 3.67562 5.59877 0.00 0.02 0.04
H 2.09301 5.18731 3.81116 -0.01 0.02 0.00
H 2.31147 3.53197 3.27088 -0.07 -0.03 -0.03
H -1.59386 5.13354 4.07373 0.00 0.00 0.00
H -0.17953 6.17804 3.95246 0.01 -0.01 -0.06
H -0.38462 5.17393 5.36409 0.03 0.00 0.00
H 0.72654 3.78785 1.42635 -0.01 -0.03 0.02
H 0.42388 5.46692 1.87147 -0.01 0.03 0.02
H -0.92629 4.33620 1.72653 -0.01 0.01 0.01
H -1.37275 0.45941 4.61539 -0.01 0.05 0.05
H -0.37161 0.22578 6.05474 -0.02 0.01 0.02
H 0.35788 0.09866 4.44943 -0.02 0.03 -0.03
C -1.53447 -2.17084 -6.20598 0.01 0.09 0.16
C -0.12265 -1.67694 -6.60145 -0.64 -0.14 -0.06
C 0.79401 -2.82887 -7.04145 0.26 -0.10 0.06
C 1.38048 -3.66548 -5.90582 -0.07 0.08 0.01
C 2.04840 -2.76559 -4.86799 0.07 -0.15 -0.22
C 1.09912 -1.69752 -4.32791 -0.26 -0.12 0.56
N 0.52617 -0.92338 -5.47882 0.69 -0.41 -0.37
O 1.33885 -0.02718 -5.89486 -0.13 0.39 0.09
C 0.02273 -2.35764 -3.45663 -0.14 -0.03 -0.01
C 1.84505 -0.72421 -3.42345 0.15 0.08 -0.01
C -0.30424 -0.73348 -7.78312 0.10 0.09 -0.12
H -1.69974 -2.21161 -5.13592 0.04 -0.04 0.00
H -2.29078 -1.49049 -6.59693 0.02 0.00 -0.06
H -1.73492 -3.16146 -6.61534 0.02 0.00 -0.03
H 1.62482 -2.40312 -7.61130 0.00 0.08 0.05
H 0.23558 -3.46153 -7.73341 -0.01 0.00 -0.03
H 0.61055 -4.29194 -5.44615 -0.03 0.04 0.03
H 2.12213 -4.35132 -6.31788 -0.02 -0.04 0.00
H 2.42570 -3.35392 -4.02803 0.00 -0.01 0.02
H 2.91257 -2.27451 -5.32419 -0.04 0.08 0.00
H -0.71270 -1.61693 -3.13485 -0.03 -0.01 -0.04
H 0.50362 -2.77137 -2.56740 0.07 0.06 0.00
H -0.50124 -3.18012 -3.93609 0.03 0.01 -0.05
H 2.70033 -0.27924 -3.92346 -0.03 0.02 -0.04
H 2.20088 -1.26149 -2.54266 -0.02 -0.03 0.01
H 1.18618 0.08273 -3.09678 0.00 0.01 -0.02
H -0.84730 0.16391 -7.48728 -0.01 -0.01 0.02
H -0.88511 -1.25488 -8.54571 -0.03 -0.01 0.01
H 0.64389 -0.43126 -8.21948 0.01 0.02 0.04
```
Forces are in eV/Å.

* HOMO-LUMO gap (alpha / beta): 6.11 / 7.27 eV
* charge: +1
* energy above the lowest of the compared OMol25 structures with the same formula, charge and spin: 0.0 kcal per mole
* ⟨S²⟩: 2.0083
* 2S+1: 3
* LUMO (alpha / beta): -3.588 / -3.589 eV
* HOMO energy (alpha / beta): -9.702 / -10.854 eV

Mulliken atomic charge list, values in e, 8 entries:
1 C -0.6809
2 O -0.2805
3 C -0.6540
4 C -0.8007
5 C 0.2996
6 C -0.5382
7 N 0.1464
8 O -0.3895

=====

No. 5
Entry from OMol25: a 2-piece molecular cluster, C4H13N4O overall (ωB97M-V with the def2-TZVPD basis set).

Geometry as XYZ:
```
22
Properties=species:S:1:pos:R:3:forces:R:3
O -0.94122 0.06272 -0.02828 0.46 -0.05 0.02
C -2.16869 0.06059 -0.02487 -0.80 0.39 -0.18
N -2.88459 1.10652 -0.52339 -0.14 -0.54 0.26
C -2.99611 -1.08277 0.52322 0.10 -0.43 0.21
C -2.21778 2.26761 -1.07963 0.02 0.48 -0.23
H -3.90662 1.06712 -0.50258 0.82 0.01 -0.01
H -3.63911 -1.51693 -0.26079 0.22 0.22 0.30
H -2.31835 -1.86842 0.89738 -0.34 0.39 -0.19
H -3.63593 -0.74441 1.35555 0.22 -0.09 -0.36
H -2.97827 2.98900 -1.42294 0.36 -0.36 0.17
H -1.58640 1.98624 -1.93917 -0.23 0.10 0.35
H -1.58324 2.75876 -0.32284 -0.24 -0.21 -0.30
C 3.08564 -0.70861 0.33284 -0.31 0.06 -0.03
N 2.43171 -0.10230 1.32315 -0.01 0.09 0.20
N 2.43144 -1.08451 -0.76565 -0.01 -0.10 -0.20
N 4.39374 -0.93898 0.44100 0.48 -0.08 0.04
H 2.93390 0.18626 2.16640 -0.56 -0.17 -0.61
H 1.42754 0.07455 1.24012 0.46 -0.04 0.11
H 1.42727 -0.90767 -0.84868 0.47 -0.11 -0.04
H 2.93342 -1.54994 -1.52586 -0.56 0.36 0.52
H 4.89573 -1.40441 -0.31922 -0.21 0.39 0.72
H 4.89593 -0.65042 1.28424 -0.21 -0.31 -0.76
```
Forces are in eV/Å.

* HOMO-LUMO gap: 9.65 eV
* charge: +1
* energy above the lowest of the compared OMol25 structures with the same formula, charge and spin: 7.8 kcal per mole
* LUMO: -2.886 eV
* HOMO energy: -12.540 eV

natural (NBO) atomic charge list, values in e, 8 entries:
1 O -0.7122
2 C 0.6911
3 N -0.6035
4 C -0.7182
5 C -0.4180
6 H 0.4094
7 H 0.2416
8 H 0.2389

=====

No. 6
Entry from OMol25: a single C9H12O4 molecule in a non-equilibrium geometry (ωB97M-V with the def2-TZVPD basis set).

Geometry as XYZ:
```
25
Properties=species:S:1:pos:R:3:forces:R:3
C -0.34989 2.33957 -0.07826 -0.97 -1.49 2.54
C -0.79956 1.16162 -0.91111 1.15 0.46 0.71
O -0.86069 1.23279 -2.10718 -0.24 -0.15 -0.93
C -1.20439 -0.10522 -0.19277 -1.36 1.16 1.08
C -2.35557 0.38930 0.85122 0.30 1.10 -0.08
O -1.70467 -1.04463 -1.12918 0.13 -0.67 2.21
C -0.02202 -0.74887 0.68699 -0.29 1.95 -1.34
O 0.33725 0.05023 1.81799 -2.46 -1.13 -0.76
C 1.19881 -0.93895 -0.19386 0.98 -1.19 1.58
C 1.20546 -2.26540 -0.83858 0.85 0.34 -2.53
C 2.37378 -0.34649 0.02474 -3.22 0.12 -1.24
C 3.44412 0.28462 0.08514 3.27 0.25 2.09
O 4.50709 0.66122 0.44030 -0.75 0.45 -1.10
H -1.25430 2.87237 0.24412 0.20 -0.01 -0.03
H 0.26987 2.99182 -0.56081 1.32 1.63 -1.93
H 0.22004 2.07069 0.85165 -0.91 -0.14 -0.81
H -2.04924 1.14547 1.63914 0.55 -1.44 -0.76
H -2.67773 -0.52452 1.30186 -0.50 -0.40 0.57
H -3.24765 0.96963 0.48702 0.82 -1.07 -0.76
H -1.67834 -0.73016 -2.02303 0.28 0.99 -0.73
H -0.32614 -1.75900 0.90247 -0.49 -0.34 0.66
H 1.25734 0.02491 1.67416 2.31 0.61 0.62
H 0.23212 -2.45776 -1.29751 0.25 -0.26 -0.10
H 1.41942 -3.01480 -0.09720 -0.01 -0.36 0.43
H 2.06489 -2.25844 -1.57730 -1.20 -0.40 0.61
```
Forces are in eV/Å.

* HOMO-LUMO gap: 8.19 eV
* charge: 0
* energy above the lowest of the compared OMol25 structures with the same formula, charge and spin: 76.2 kcal per mole
* SMILES: CC(=O)[C@@](C)(O)[C@H](O)C(C)=C=C=O
* LUMO: -1.094 eV
* HOMO energy: -9.289 eV

natural (NBO) atomic charge list, values in e, 8 entries:
1 C -0.7343
2 C 0.5828
3 O -0.5541
4 C 0.1602
5 C -0.6442
6 O -0.7256
7 C 0.0322
8 O -0.6915

=====

No. 7
Entry from OMol25: a single C17H17BrF2N4O2 molecule in a non-equilibrium geometry (ωB97M-V with the def2-TZVPD basis set).

Geometry as XYZ:
```
43
Properties=species:S:1:pos:R:3:forces:R:3
C 1.90660 2.79496 -5.06034 0.80 -0.06 -1.64
N 2.64510 2.08115 -4.07326 1.47 1.21 1.03
C 3.95421 2.37106 -3.64221 -2.59 -3.50 0.68
C 4.23095 1.29094 -2.80255 -0.76 0.26 -0.27
Br 5.89159 1.12939 -1.92592 -0.43 -0.27 0.00
C 3.01343 0.47293 -2.75409 1.25 -0.12 1.95
C 2.72224 -0.80500 -1.92881 3.29 -2.67 -1.10
O 3.37013 -1.83239 -2.25975 -1.15 1.78 0.03
N 1.97547 -0.84498 -0.82428 -1.07 3.22 0.37
C 1.72967 -2.01331 0.03228 -1.26 1.70 0.36
C 0.24182 -2.42177 -0.00762 0.27 2.45 -0.84
N -0.57459 -1.20732 0.20970 -1.46 1.41 0.98
C -2.07806 -1.41363 0.49409 1.00 -0.37 -1.52
C -2.82138 -0.30462 1.30666 2.20 -0.02 0.07
O -3.07221 0.75803 0.83276 -0.46 1.50 -2.39
C -3.03072 -0.28496 2.75168 1.07 -0.30 0.72
C -2.45599 0.75887 3.56083 -1.46 -1.93 1.36
C -2.71190 0.81958 4.94778 0.40 1.99 -1.32
C -3.66442 0.00907 5.49925 -0.03 -1.83 -1.55
F -4.19711 0.21047 6.69541 0.37 -0.12 0.53
C -4.05215 -1.10295 4.75100 0.03 -1.39 -1.25
C -3.78171 -1.25886 3.33569 -0.61 1.30 4.06
F -4.42446 -2.24733 2.69142 0.76 0.19 -0.09
C -0.24431 0.04007 -0.59857 -1.35 -1.34 1.08
C 1.21795 0.42818 -0.42089 -0.53 -1.37 -0.17
N 2.08453 1.00926 -3.48366 0.28 0.79 -1.12
H 2.36386 2.54837 -6.06695 -0.72 0.55 0.90
H 1.87435 3.87190 -4.89766 0.25 -0.05 0.07
H 0.91482 2.41606 -5.01691 -0.85 -0.27 -0.16
H 4.55008 3.19979 -3.92922 0.14 0.46 -0.37
H 2.09146 -1.72942 1.01903 -0.31 -0.06 0.27
H 2.24409 -2.85483 -0.26949 1.60 -1.39 -0.99
H 0.13252 -2.93149 -0.97831 -0.52 0.15 0.01
H 0.01284 -3.08315 0.78211 -0.13 -0.95 0.85
H -2.17910 -2.41003 0.94038 0.00 0.32 0.15
H -2.59395 -1.45843 -0.49429 0.01 0.07 0.53
H -1.89320 1.58192 3.20637 0.58 0.22 -0.97
H -2.27253 1.67068 5.48394 -0.35 -0.46 -0.04
H -4.38161 -2.02372 5.22041 -0.92 0.43 0.27
H -0.86237 0.87358 -0.29737 -0.28 0.10 0.90
H -0.66711 -0.09608 -1.60381 1.11 -0.16 -0.53
H 1.43232 0.67480 0.67758 -0.24 -0.33 -1.60
H 1.35887 1.31322 -1.10239 0.61 -1.16 0.79
```
Forces are in eV/Å.

* HOMO-LUMO gap: 8.94 eV
* charge: 0
* SMILES: Cn1cc(Br)c(C(=O)N2CCN(CC(=O)c3ccc(F)cc3F)CC2)n1
* LUMO: 0.360 eV
* HOMO energy: -8.582 eV

natural (NBO) atomic charge list, values in e, 8 entries:
1 C -0.4057
2 N -0.1652
3 C -0.0764
4 C -0.1829
5 Br 0.0938
6 C 0.0410
7 C 0.6519
8 O -0.6356

=====

No. 8
Entry from OMol25: a 2-piece molecular cluster, C7H13NO2P overall in a non-equilibrium geometry (ωB97M-V with the def2-TZVPD basis set).

Geometry as XYZ:
```
24
Properties=species:S:1:pos:R:3:forces:R:3
C 2.80906 0.97420 -0.24975 -2.51 0.06 -0.61
C 1.61815 1.01834 -0.54775 -0.71 0.35 -0.90
C 4.13890 0.65975 0.15429 0.51 -2.29 -0.82
C -1.92409 -2.31478 -0.53370 0.63 -2.44 -0.48
C -0.41277 0.60899 1.70529 -1.02 2.67 1.11
C -0.88940 -1.26973 -0.79367 -2.62 2.35 1.53
C -1.71635 0.51142 0.90749 0.60 -2.61 0.34
N -1.62069 0.01902 -0.50807 1.84 1.62 0.09
O -1.00764 0.96600 -2.92490 0.89 0.08 1.41
O -1.49471 2.53597 -0.87600 0.87 0.66 -0.23
P -0.97129 1.29249 -1.46549 -1.18 -0.79 -0.39
H 4.51881 1.36532 0.83440 0.60 0.55 1.41
H 4.12717 -0.42953 0.50561 0.45 1.52 0.05
H 4.81884 0.69021 -0.69916 0.12 -0.08 -0.14
H -1.58613 -3.25581 -1.06562 -0.18 0.49 0.96
H -2.00490 -2.51369 0.56380 -0.58 0.06 -0.99
H -2.85591 -2.08745 -1.11141 0.58 0.22 1.14
H -0.57818 1.01968 2.74550 -0.42 -0.42 -0.86
H 0.24258 -0.18983 1.86970 0.54 -1.74 -0.33
H 0.17258 1.38265 1.24301 0.45 0.20 -0.21
H 0.03265 -1.16376 -0.26212 0.75 -1.03 0.32
H -0.78066 -1.17067 -1.81629 0.95 -0.26 -2.18
H -2.43105 -0.07812 1.46878 -0.24 -0.86 -0.09
H -2.20497 1.42931 0.85607 -0.31 1.71 -0.13
```
Forces are in eV/Å.

* HOMO-LUMO gap: 8.44 eV
* charge: -1
* energy above the lowest of the compared OMol25 structures with the same formula, charge and spin: 69.0 kcal per mole
* LUMO: 3.637 eV
* HOMO energy: -4.803 eV

natural (NBO) atomic charge list, values in e, 8 entries:
1 C -0.2827
2 C -0.4185
3 C -0.6706
4 C -0.6189
5 C -0.6483
6 C -0.2566
7 C -0.2296
8 N -0.7616

=====

| no. | E (hartree) |
| --- | --- |
| 1 | -265.0573 |
| 2 | -702.0170 |
| 3 | -1060.8970 |
| 4 | -1371.1190 |
| 5 | -454.3153 |
| 6 | -650.9796 |
| 7 | -3801.1392 |
| 8 | -821.0870 |